Record 1
Computed, not measured: a molecular structure, C22H46BaBrP3, with ωB97M-V/def2-TZVPD.

Each line ends with the Mulliken charge.
Geometry (Å):
Ba 0.1042 0.1514 1.1410  0.6724
C -1.6244 -1.1322 3.0655  0.0760
C -0.7295 -0.3389 3.8277  0.1099
C -1.0920 1.0150 3.6573  0.5758
C -2.2039 1.0620 2.7892  0.6799
C -2.5379 -0.2640 2.4256  1.1419
C -3.7382 -0.6657 1.6177  -1.4375
C -2.9793 2.3040 2.4577  -1.5253
C -0.4732 2.2071 4.3255  -1.4199
C 0.4140 -0.8498 4.6576  -1.6919
C -1.6037 -2.6333 2.9813  -1.4890
H -3.6534 -1.6877 1.2498  0.2011
H -3.8845 -0.0178 0.7474  0.1345
H -4.6605 -0.6142 2.2053  0.3556
H -3.5427 2.6673 3.3231  0.3340
H -3.7040 2.1266 1.6605  0.3432
H -2.3315 3.1265 2.1391  0.2640
H -1.1615 2.6530 5.0508  0.2852
H -0.2016 2.9891 3.6119  0.2372
H 0.4413 1.9419 4.8547  0.3775
H 0.1179 -1.0159 5.6982  0.2699
H 1.2595 -0.1595 4.6624  0.3876
H 0.7789 -1.8133 4.2880  0.3237
H -2.2759 -3.0033 2.2051  0.3139
H -1.9150 -3.1005 3.9203  0.2921
H -0.6046 -3.0302 2.7620  0.2934
C -2.6824 3.2916 -1.1102  -1.4602
P -1.5132 1.9158 -1.4081  1.1096
C -0.5068 2.6539 -2.7517  -1.3993
C -2.5897 0.7752 -2.3731  -1.0972
C -1.8426 -0.4640 -2.8721  -1.1217
P -1.4276 -1.6544 -1.5162  1.0959
C -3.0300 -2.5412 -1.3891  -1.4790
C -0.4613 -2.8722 -2.4867  -1.1722
H -3.1165 3.6359 -2.0517  0.4435
H -2.1595 4.1224 -0.6364  0.3862
H -3.4790 2.9713 -0.4407  0.3129
H -1.1408 3.0787 -3.5328  0.4188
H 0.1590 1.9073 -3.1842  0.2759
H 0.1209 3.4440 -2.3373  0.4118
H -3.0242 1.3208 -3.2171  0.5431
H -3.4231 0.4855 -1.7266  0.3259
H -0.9034 -0.1714 -3.3518  0.3319
H -2.4271 -0.9934 -3.6303  0.5461
H -3.3148 -2.9750 -2.3499  0.4401
H -3.8079 -1.8518 -1.0628  0.3610
H -2.9635 -3.3362 -0.6459  0.3744
H -1.0056 -3.1920 -3.3780  0.4001
H -0.2380 -3.7484 -1.8773  0.4164
H 0.4856 -2.4244 -2.7903  0.0500
Br 2.5033 1.8700 1.9471  -0.7720
C 4.5007 2.0154 -2.2192  -1.3920
C 3.0881 1.6449 -1.7781  -0.3231
P 2.8128 -0.0792 -1.1760  0.8484
C 4.3322 -0.4033 -0.1813  -0.7898
C 4.1425 -1.5114 0.8520  -1.1931
C 3.1433 -1.0398 -2.7199  -0.7776
C 3.3355 -2.5326 -2.4624  -1.4327
H 4.5250 3.0413 -2.5906  0.4355
H 4.8698 1.3697 -3.0178  0.2756
H 5.2016 1.9566 -1.3872  0.2955
H 2.3832 1.7986 -2.6014  0.2291
H 2.7710 2.2943 -0.9587  0.3032
H 4.5463 0.5276 0.3460  0.4692
H 5.1748 -0.6158 -0.8457  0.4750
H 3.4042 -1.1984 1.5935  0.1754
H 5.0715 -1.7117 1.3877  0.3870
H 3.8072 -2.4490 0.4042  0.2755
H 4.0219 -0.6377 -3.2305  0.4377
H 2.2883 -0.8756 -3.3834  0.4064
H 4.2585 -2.7173 -1.9117  0.3838
H 3.3935 -3.0897 -3.3985  0.4006
H 2.5175 -2.9521 -1.8725  0.2635

Strongest force on any atom ... 0.2 eV/Å
Energy above the lowest of the compared OMol25 structures with the same formula, charge and spin ... 0.0 kcal per mole
Frontier orbital gap ... 7.06 eV
HOMO ... -6.844 eV
Spin multiplicity ... 1

=====

Record 2
Computed, not measured: a molecular structure, C22H46Cl34FNO3PS in a non-equilibrium geometry, with ωB97M-V/def2-TZVPD.

Each line ends with the Mulliken charge.
Geometry (Å):
C -5.3670 3.2054 1.9982  -0.5098
P -4.3266 1.7225 1.3606  0.8050
O -4.9312 0.3454 2.3037  -0.3808
C -4.6017 1.3833 -0.4985  -0.4357
C -6.0956 1.5297 -1.1581  -0.4433
C -6.3533 0.1738 -2.1011  -0.4566
C -5.4299 -0.8713 -1.1781  -0.1874
N -4.1790 0.0147 -0.9978  -0.2170
S -2.7135 -0.7247 -0.3982  1.0868
O -2.8453 -1.4256 0.9748  -0.4763
O -2.3233 -1.8261 -1.4597  -0.5522
F -1.4975 0.5296 -0.3371  -0.0138
H -4.5794 4.0293 2.3396  -0.2080
H -5.9628 2.8895 2.9811  0.2135
H -6.1217 3.6444 1.2187  0.3450
H -5.8224 0.0527 1.9405  0.1924
H -3.9798 2.1652 -1.1095  0.2309
H -7.0469 1.5484 -0.4769  0.2492
H -6.1291 2.4238 -1.9378  0.3356
H -5.7982 0.3165 -3.1313  0.1340
H -7.4584 -0.1324 -2.3339  0.3745
H -5.2826 -1.9480 -1.6192  0.3432
H -5.9436 -0.9363 -0.1028  0.1452
H -3.9257 0.2247 -2.0101  0.3371
C 0.2478 -0.3840 -3.4860  0.7062
Cl 1.8096 -0.6365 -4.2745  -0.0824
Cl -0.4282 1.1949 -3.9044  -0.2333
H -0.4447 -1.1647 -3.8100  -0.2698
H 0.3833 -0.4373 -2.4030  -0.1881
C 4.6544 -2.4494 -6.0392  0.5299
Cl 5.9682 -3.1950 -5.1212  -0.1540
Cl 3.8781 -3.6245 -7.1076  -0.1795
H 3.9105 -2.0574 -5.3412  -0.2263
H 5.0601 -1.6338 -6.6426  0.0331
C 6.7335 0.4766 -4.9896  -0.1168
Cl 5.6083 1.7699 -4.5584  -0.1206
Cl 6.7171 0.1736 -6.7311  -0.1704
H 7.7427 0.7680 -4.6887  0.3418
H 6.4421 -0.4376 -4.4667  0.0829
C -2.6210 6.4433 2.6520  -0.2646
Cl -3.7902 6.0650 3.9227  -0.1221
Cl -3.0009 5.5760 1.1593  -0.0992
H -2.6449 7.5179 2.4551  0.3705
H -1.6230 6.1520 2.9885  0.1948
C -3.3434 -2.4259 -4.5437  0.1664
Cl -1.7816 -2.6785 -5.3323  -0.1427
Cl -4.0194 -0.8470 -4.9621  -0.1711
H -4.0359 -3.2066 -4.8678  0.3824
H -3.2080 -2.4792 -3.4608  -0.1778
C -6.8681 0.3906 4.9309  0.1584
Cl -7.6057 0.2870 6.5340  -0.1498
Cl -8.0213 1.0009 3.7382  -0.2300
H -6.0116 1.0677 4.9765  -0.0562
H -6.5357 -0.6050 4.6272  0.2495
C 2.1848 1.7341 -0.4705  0.0190
Cl 1.8543 0.0324 -0.1245  -0.1935
Cl 3.0754 1.9136 -1.9869  -0.0525
H 1.2368 2.2718 -0.5488  -0.1593
H 2.7807 2.1535 0.3438  0.3491
C 9.2517 -4.8066 -6.0546  0.1222
Cl 9.5059 -3.6301 -7.3492  -0.1406
Cl 10.6015 -4.7981 -4.9131  -0.1759
H 8.3324 -4.5547 -5.5204  -0.0524
H 9.1625 -5.8038 -6.4925  0.2540
C -0.3785 2.9500 1.8795  0.8452
Cl -0.1242 4.1265 0.5850  -0.1656
Cl 0.9713 2.9585 3.0210  -0.1242
H -1.2978 3.2019 2.4138  -0.4612
H -0.4677 1.9528 1.4416  -0.0704
C 1.2113 3.2073 -6.4424  0.2804
Cl 2.8999 2.6976 -6.5600  -0.1073
Cl 0.4738 3.3398 -8.0435  -0.1705
H 0.6574 2.4707 -5.8554  -0.2661
H 1.1672 4.1812 -5.9488  0.2886
C -11.0584 3.1192 4.6388  0.3183
Cl -11.2548 3.5703 6.3367  -0.1444
Cl -10.9615 4.5514 3.6072  -0.1598
H -10.1391 2.5387 4.5290  -0.2516
H -11.9151 2.5155 4.3297  0.2719
C 5.1112 -1.0730 2.2483  -0.0643
Cl 3.9860 0.2203 2.6796  -0.1213
Cl 5.0949 -1.3760 0.5068  -0.1207
H 6.1205 -0.7816 2.5493  0.3088
H 4.8198 -1.9872 2.7712  0.0049
C 13.3404 -6.9475 -6.2480  0.0679
Cl 14.6542 -7.6932 -5.3300  -0.1581
Cl 12.5641 -8.1226 -7.3164  -0.1597
H 12.5966 -6.5555 -5.5501  -0.0233
H 13.7461 -6.1319 -6.8514  0.2746
C 3.8466 0.2283 6.8619  -0.2382
Cl 5.4084 -0.0243 6.0734  -0.1513
Cl 3.1706 1.8072 6.4435  -0.1333
H 3.1541 -0.5524 6.5379  0.1526
H 3.9821 0.1750 7.9449  0.3635
C 4.2777 -5.2457 3.6723  -0.2966
Cl 4.5319 -4.0691 2.3777  -0.1049
Cl 5.6275 -5.2371 4.8137  -0.1437
H 3.3583 -4.9937 4.2065  0.2554
H 4.1885 -6.2428 3.2344  0.2989
C -2.1094 1.7937 4.9712  -0.4420
Cl -2.8470 1.6901 6.5743  -0.1481
Cl -3.2626 2.4040 3.7785  0.0062
H -1.2529 2.4708 5.0168  0.2671
H -1.7770 0.7981 4.6675  0.2571
C -0.9878 -1.0467 8.3289  -0.2469
Cl 0.7760 -1.0360 8.2113  -0.1146
Cl -1.7251 -1.5133 6.7915  -0.1397
H -1.2887 -1.7610 9.0991  0.3403
H -1.3324 -0.0456 8.5993  0.1836

Strongest force on any atom ... 10.1 eV/Å
Charge ... +1
Frontier orbital gap ... 5.81 eV
HOMO ... -11.550 eV
Spin multiplicity ... 1

=====

Record 3
Computed, not measured: 6 unconnected molecules or ions with the total composition C22H46FO6P in a non-equilibrium geometry, with ωB97M-V/def2-TZVPD.

Each line ends with the Mulliken charge.
Geometry (Å):
C -2.2679 1.8246 -0.7330  -1.0296
P -1.8105 0.2756 -1.5667  0.5996
C -1.3315 1.1463 -3.2190  -1.1061
C 0.1750 1.3934 -3.4335  -0.6990
C 1.0053 1.7748 -2.2054  0.1284
F 1.6671 3.0012 -2.4384  -0.3962
C -2.1760 -0.8491 -0.0289  -0.9196
C -1.3584 -2.0854 -0.1602  -0.2926
C -0.0533 -2.1884 0.5420  -0.3596
O -1.1951 -2.9325 0.9638  -0.3724
H -3.2383 2.1264 -1.1329  0.4569
H -2.3702 1.7153 0.3433  0.4288
H -1.5657 2.6284 -0.9380  0.2391
H -2.8553 -0.4021 -2.2538  -0.0693
H -0.4945 -0.2965 -1.5548  -0.2023
H -1.6764 0.4761 -4.0137  0.5528
H -1.8949 2.0768 -3.3445  0.4150
H 0.6339 0.5353 -3.9288  0.2805
H 0.3030 2.2299 -4.1271  0.4117
H 0.4080 1.9248 -1.3076  0.0470
H 1.7910 1.0502 -1.9880  0.2525
H -1.8652 -0.3639 0.9008  0.4005
H -3.2354 -1.1219 0.0179  0.3262
H -1.4023 -2.5963 -1.1262  0.5018
H 0.2175 -1.3325 1.1394  0.2930
H 0.6487 -2.6996 -0.1077  0.1907
C 4.1778 1.0983 1.2842  -0.9994
C 3.2902 -0.0272 1.7476  0.9065
O 2.2727 -0.3189 1.1605  -0.4469
C 3.7311 -0.7742 2.9808  -1.1646
H 3.7540 1.5471 0.3881  0.1045
H 4.2651 1.8613 2.0608  0.4022
H 5.1689 0.7100 1.0577  0.2976
H 3.8154 -0.0893 3.8265  0.3552
H 4.7096 -1.2226 2.8015  0.2982
H 3.0096 -1.5530 3.2163  0.2731
C -6.8134 1.4879 1.2434  -1.0932
C -6.5616 1.8611 -0.1971  0.7455
O -5.4411 1.9757 -0.6340  -0.4533
C -7.7784 2.0830 -1.0623  -1.1418
H -5.8653 1.3557 1.7583  0.2647
H -7.3918 2.2705 1.7375  0.3471
H -7.3893 0.5622 1.2956  0.3329
H -8.3906 2.8861 -0.6485  0.3434
H -8.3878 1.1780 -1.0901  0.3366
H -7.4686 2.3445 -2.0709  0.2809
C -1.1063 7.0529 0.9554  -1.2257
C -0.8729 5.6971 0.3307  0.8374
O -1.7679 4.8933 0.2136  -0.4821
C 0.5322 5.4051 -0.1356  -0.6728
H -2.1485 7.1467 1.2499  0.3208
H -0.4666 7.1772 1.8310  0.3224
H -0.8553 7.8413 0.2437  0.3161
H 1.2258 5.4754 0.7046  0.3283
H 0.8392 6.1379 -0.8839  0.3376
H 0.5902 4.4111 -0.5713  -0.1147
C -0.9726 -5.6222 2.4565  -0.7314
C -0.2010 -6.6830 3.1960  0.7618
O -0.5383 -7.0962 4.2808  -0.5643
C 1.0385 -7.2105 2.5063  -1.0577
H -1.8359 -5.3190 3.0434  0.2965
H -0.3455 -4.7510 2.2727  0.0807
H -1.3076 -5.9996 1.4893  0.3178
H 1.7389 -6.3938 2.3220  0.2847
H 0.7727 -7.6466 1.5417  0.3118
H 1.5131 -7.9651 3.1289  0.3023
C 5.8398 -3.4714 -1.0827  -1.1278
C 5.9332 -1.9670 -1.0275  0.7679
O 5.5313 -1.3412 -0.0741  -0.4747
C 6.5490 -1.2815 -2.2217  -1.1290
H 5.3790 -3.8447 -0.1716  0.2803
H 5.2440 -3.7776 -1.9443  0.3337
H 6.8354 -3.9046 -1.1935  0.3456
H 5.9771 -1.5138 -3.1217  0.3364
H 7.5695 -1.6378 -2.3728  0.3493
H 6.5582 -0.2058 -2.0653  0.2818

Strongest force on any atom ... 1.9 eV/Å
SMILES string ... C[PH2](CCCF)C[C@H]1CO1.CC(C)=O.CC(C)=O.CC(C)=O.CC(C)=O.CC(C)=O
Energy above the lowest of the compared OMol25 structures with the same formula, charge and spin ... 0.0 kcal per mole
Frontier orbital gap ... 8.09 eV
HOMO ... -7.559 eV
Spin multiplicity ... 1

=====

LUMO values, unit eV, following the record order: 0.21 -5.74 0.54.